Version 1
The following is a quantum chemistry calculation of the molecule C4H5NO2, from OMol25.

Results
- HOMO-LUMO gap (eV) = 9.62
- HOMO level (eV) = -8.9493
- structure (SMILES) = O=C1NC=CCO1
- charge = 0

The geometry in XYZ format:
```
12
C4H5NO2 (ωB97M-V/def2-TZVPD)
C -1.01 -0.02 0.05
C 0.84 1.31 0.02
C 1.55 0.25 -0.06
C 1.25 -1.11 -0.02
H -1.29 1.74 -0.05
H 1.33 2.28 0.21
H 2.71 0.27 0.35
H 1.65 -1.55 0.88
H 1.70 -1.62 -0.88
N -0.46 1.19 -0.10
O -2.14 -0.30 0.04
O -0.19 -1.19 -0.01
```

Taken from the Löwdin analysis, the atomic charges in e are:
1 C -0.524
2 C -0.162
3 C -0.147
4 C -0.209
5 H 0.169
6 H 0.144
7 H 0.176
8 H 0.122
9 H 0.135
10 N 0.120
11 O 0.159
12 O 0.018



Version 2
The following is a quantum chemistry calculation of the molecule C4H5NO2, from OMol25.

Results
- HOMO-LUMO gap (eV) = 9.81
- HOMO level (eV) = -9.0827
- structure (SMILES) = O=C1NC=C[C@H]1O
- charge = 0

The geometry in XYZ format:
```
12
C4H5NO2 (ωB97M-V/def2-TZVPD)
O -1.14 -2.12 -0.28
C -0.69 -1.00 -0.23
N -1.40 0.17 -0.05
C -0.55 1.28 -0.05
C 0.72 0.93 -0.25
O 1.53 -1.11 0.80
C 0.81 -0.57 -0.29
H -2.39 0.18 0.15
H 1.24 -0.64 1.59
H -0.97 2.27 0.10
H 1.57 1.60 -0.30
H 1.27 -0.98 -1.19
```

Taken from the Löwdin analysis, the atomic charges in e are:
1 O 0.096
2 C -0.403
3 N 0.094
4 C -0.092
5 C -0.040
6 O -0.001
7 C -0.292
8 H 0.151
9 H 0.104
10 H 0.118
11 H 0.107
12 H 0.158



Relative energies with respect to the most stable structure, expressed in eV: version 1 1.580; version 2 0.000.



Version 1
The following is a quantum chemistry calculation of the molecule C4H5NO2, from OMol25.

Results
- HOMO-LUMO gap (eV) = 11.07
- HOMO level (eV) = -10.1468
- structure (SMILES) = O=C[C@H]1CN1C=O
- charge = 0

The geometry in XYZ format:
```
12
C4H5NO2 (ωB97M-V/def2-TZVPD)
O 2.41 0.18 -0.75
C 1.29 -0.26 -0.71
C 0.52 0.12 0.54
C -0.42 1.18 0.01
N -0.92 0.16 0.87
C -1.16 -1.13 0.30
O -1.30 -1.42 -0.86
H 0.78 -0.73 -1.57
H 1.14 0.13 1.42
H -0.72 1.10 -1.04
H -0.24 2.19 0.37
H -1.14 -1.85 1.14
```

Taken from the Löwdin analysis, the atomic charges in e are:
1 O 0.063
2 C -0.230
3 C -0.203
4 C -0.051
5 N 0.012
6 C -0.322
7 O 0.050
8 H 0.132
9 H 0.148
10 H 0.129
11 H 0.126
12 H 0.146



Version 2
The following is a quantum chemistry calculation of the molecule C4H5NO2, from OMol25.

Results
- HOMO-LUMO gap (eV) = 9.19
- HOMO level (eV) = -8.4860
- structure (SMILES) = Cc1co[n+]([O-])c1
- charge = 0

The geometry in XYZ format:
```
12
C4H5NO2 (ωB97M-V/def2-TZVPD)
C -0.71 -0.87 0.02
C -0.37 1.27 0.03
C 0.30 0.12 -0.07
C 1.74 -0.19 -0.01
N -1.88 -0.31 0.05
O -3.04 -0.76 -0.02
O -1.71 1.08 -0.05
H -0.66 -1.93 0.00
H -0.11 2.25 -0.15
H 2.23 -0.27 -0.87
H 2.42 0.63 0.45
H 1.78 -1.02 0.61
```

Taken from the Löwdin analysis, the atomic charges in e are:
1 C 0.007
2 C -0.055
3 C -0.238
4 C -0.027
5 N -0.260
6 O -0.014
7 O 0.096
8 H 0.148
9 H 0.118
10 H 0.031
11 H 0.128
12 H 0.065



Relative energies with respect to the most stable structure, expressed in eV: version 1 0.000; version 2 1.180.



Version 1
The following is a quantum chemistry calculation of a cluster of 2 separate species, H3PS2 in total, from OMol25.

Results
- HOMO-LUMO gap (eV) = 7.42
- HOMO level (eV) = -9.0575
- structure (SMILES) = P=S.S
- charge = 0

The geometry in XYZ format:
```
6
H3PS2 (ωB97M-V/def2-TZVPD)
P 2.75 -1.01 0.93
S 2.14 0.73 0.34
S -2.88 0.28 -0.06
H 2.74 -1.67 -0.28
H -3.09 1.58 -0.18
H -1.66 0.10 -0.76
```

Taken from the Löwdin analysis, the atomic charges in e are:
1 P 0.257
2 S -0.016
3 S 0.421
4 H -0.237
5 H -0.251
6 H -0.174



Version 2
The following is a quantum chemistry calculation of the molecule H3PS2, from OMol25.

Results
- HOMO-LUMO gap (eV) = 9.54
- HOMO level (eV) = -9.2230
- structure (SMILES) = S=[PH2]S
- charge = 0

The geometry in XYZ format:
```
6
H3PS2 (ωB97M-V/def2-TZVPD)
P -0.51 -0.14 -0.17
S -0.95 1.15 -1.58
S 1.40 -0.46 0.67
H -1.39 -0.02 0.83
H -0.40 -1.42 -0.46
H 1.85 0.89 0.71
```

Taken from the Löwdin analysis, the atomic charges in e are:
1 P -0.047
2 S 0.058
3 S 0.331
4 H -0.090
5 H -0.122
6 H -0.131



Version 3
The following is a quantum chemistry calculation of a cluster of 2 separate species, H3PS2 in total, from OMol25.

Results
- HOMO-LUMO gap (eV) = 7.40
- HOMO level (eV) = -9.0266
- structure (SMILES) = P=S.S
- charge = 0

The geometry in XYZ format:
```
6
H3PS2 (ωB97M-V/def2-TZVPD)
P 0.12 -0.69 1.42
S -1.57 -1.58 1.13
S 0.95 0.98 -1.61
H 0.34 -0.97 2.80
H -0.21 0.38 -1.35
H 0.37 1.89 -2.39
```

Taken from the Löwdin analysis, the atomic charges in e are:
1 P 0.254
2 S 0.013
3 S 0.429
4 H -0.205
5 H -0.261
6 H -0.230



Relative energies with respect to the most stable structure, expressed in eV: version 1 0.903; version 2 0.000; version 3 0.715.



Version 1
The following is a quantum chemistry calculation of the ion C7H12N with charge +1, from OMol25.

Results
- HOMO-LUMO gap (eV) = 11.82
- HOMO level (eV) = -14.9965
- structure (SMILES) = C[C@@]12CC[N@@+]3(C)[C@@H]1[C@@H]23
- charge = +1

The geometry in XYZ format:
```
20
C7H12N (ωB97M-V/def2-TZVPD)
C 0.73 1.41 -0.06
C -0.81 1.33 0.04
C -0.04 -0.83 0.66
C 0.19 -0.99 -0.77
C 1.11 -0.06 -0.09
C 2.50 -0.64 0.11
C -2.35 -0.75 -0.04
N -1.10 -0.09 -0.02
H 1.20 2.12 -0.77
H 0.99 1.72 0.87
H -1.26 1.81 0.96
H -1.42 1.96 -0.71
H 0.08 -1.49 1.48
H -0.28 -1.65 -1.46
H 3.13 -0.54 -0.73
H 2.42 -1.65 0.29
H 2.90 -0.05 0.86
H -2.12 -1.79 0.02
H -2.96 -0.57 0.86
H -2.84 -0.61 -0.96
```

Taken from the Löwdin analysis, the atomic charges in e are:
1 C -0.044
2 C -0.084
3 C -0.078
4 C 0.147
5 C -0.306
6 C 0.036
7 C 0.009
8 N -0.147
9 H 0.147
10 H 0.090
11 H 0.152
12 H 0.165
13 H 0.173
14 H 0.157
15 H 0.094
16 H 0.076
17 H 0.080
18 H 0.103
19 H 0.131
20 H 0.100



Version 2
The following is a quantum chemistry calculation of a cluster of 2 separate species, C7H12N in total, from OMol25.

Results
- HOMO-LUMO gap (eV) = 10.55
- HOMO level (eV) = -14.6475
- charge = +1

The geometry in XYZ format:
```
20
C7H12N (ωB97M-V/def2-TZVPD)
C 1.27 -1.60 -0.84
C 0.07 -1.26 -0.68
C -4.02 -0.16 -1.10
C -2.85 -0.58 -1.16
C 0.48 1.84 0.22
C 1.34 -0.96 1.57
C 1.46 0.87 -0.17
N 1.06 -0.52 0.14
H 2.13 -2.30 -0.99
H -4.47 0.59 -1.70
H -4.50 -0.22 -0.15
H -1.07 -1.11 -0.87
H -0.32 1.82 -0.64
H 0.01 1.81 1.24
H 0.91 2.83 0.22
H 1.20 -2.02 1.82
H 2.41 -0.77 1.74
H 0.78 -0.30 2.14
H 2.37 1.02 0.45
H 1.74 1.05 -1.23
```

Taken from the Löwdin analysis, the atomic charges in e are:
1 C 0.086
2 C 0.073
3 C -0.068
4 C 0.155
5 C -0.098
6 C 0.045
7 C -0.238
8 N -0.216
9 H 0.164
10 H 0.076
11 H 0.080
12 H 0.031
13 H 0.126
14 H 0.102
15 H 0.087
16 H 0.119
17 H 0.110
18 H 0.068
19 H 0.139
20 H 0.158



Relative energies with respect to the most stable structure, expressed in eV: version 1 0.000; version 2 4.116.